19
Properties=species:S:1:pos:R:3:nbo_charge:R:1 method="wB97M-V/def2-TZVPD" homo_ev=-10.77 e_above_lowest_kj_mol=77.1 smiles=CCC.CC lumo_ev=1.13
C 0.74 2.23 0.23 -0.3975
C -0.98 -2.97 -0.48 -0.6327
H -1.75 -2.89 -1.28 0.2053
H 2.53 1.55 1.26 0.2134
H 1.27 3.17 -0.17 0.1875
H -0.18 -3.55 -0.96 0.2200
H 0.43 2.73 1.17 0.1955
C -0.89 -1.65 0.27 -0.6228
H -1.04 2.56 -1.05 0.2151
H -0.82 -1.73 1.38 0.2044
H 0.16 1.34 -1.54 0.1997
H -1.81 -1.03 0.28 0.2116
C -0.37 1.79 -0.69 -0.6118
H -0.92 0.98 -0.17 0.2055
H -0.03 -1.08 -0.08 0.2102
H -1.40 -3.69 0.24 0.2040
H 1.23 0.47 1.28 0.2019
C 1.72 1.15 0.61 -0.6105
H 2.09 0.60 -0.27 0.2011

7
Properties=species:S:1:pos:R:3:nbo_charge:R:1 method="wB97M-V/def2-TZVPD" homo_ev="-9.50 / -10.14" e_above_lowest_kj_mol=129.6 lumo_ev="-1.68 / -2.19"
Cl -1.47 1.61 1.33 0.2382
N 0.02 1.48 0.75 -0.6568
Cl -1.18 -0.29 -1.86 -0.2609
H 0.62 0.99 1.46 0.3459
O -0.13 -2.04 0.21 -0.9958
P 0.22 -0.80 -0.46 1.5417
Cl 1.93 -0.95 -1.43 -0.2123

92
Properties=species:S:1:pos:R:3:lowdin_spin:R:1 method="wB97M-V/def2-TZVPD" spin_multiplicity=6 homo_ev="-12.39 / -12.49" total_charge=+2 lumo_ev="-4.67 / -5.90"
C 1.48 -6.97 -0.10 0.0000
F -1.38 -4.22 1.12 0.0001
H 2.35 8.02 0.82 0.0001
O 3.68 1.88 -1.35 0.0077
C 3.58 -0.92 -0.71 0.0020
H -0.78 -1.74 1.01 0.0000
H 2.11 6.76 -1.35 0.0001
H 0.06 0.49 -2.39 -0.0001
Fe -0.05 2.13 -0.37 3.7160
C 4.73 -3.06 -0.49 0.0001
N 3.53 -2.22 -0.34 0.0021
N 0.77 -6.06 0.78 -0.0001
C 2.34 -2.75 0.13 0.0001
H -3.64 5.39 0.14 0.0064
H 0.76 4.81 2.12 0.0013
H 5.74 -2.45 1.32 0.0000
C -2.78 0.58 0.20 0.0053
H -0.80 2.69 1.97 0.0067
C 1.28 -1.87 0.43 0.0015
H -4.68 3.38 -2.94 0.0015
N 0.92 4.06 0.13 0.0351
H 2.15 7.13 2.33 0.0001
C 2.58 -0.03 -0.50 0.0010
C 2.15 -4.12 0.29 0.0002
C -3.16 4.99 1.02 0.1452
H -0.38 -8.79 0.74 0.0000
H 2.99 -4.79 0.14 0.0000
C -3.85 -1.13 -1.03 -0.0008
H 4.47 -3.97 -1.03 0.0000
H 1.43 4.17 -1.96 0.0001
H 2.20 -9.01 0.22 0.0000
H -4.65 -0.25 0.78 0.0002
H 3.11 -7.78 1.12 0.0000
H 2.25 -6.47 -0.67 0.0000
H 4.48 -0.59 -1.21 0.0001
H -4.69 -1.80 -1.20 -0.0001
C -2.16 3.97 0.85 0.0463
H 0.79 -7.42 -0.82 0.0000
H -4.24 6.24 2.36 -0.0040
C -1.44 2.93 -3.17 0.0014
C -2.79 -1.13 -1.90 0.0016
H -1.47 3.51 4.18 -0.0036
H 4.72 -3.88 1.52 0.0000
H -1.93 2.00 -3.48 0.0000
C 1.43 -0.43 0.25 0.0024
H -1.29 -6.60 0.55 0.0000
C -2.89 4.93 3.40 0.1939
C -2.48 5.67 -2.35 0.0088
C -0.13 -3.75 0.86 0.0002
H 1.44 -9.16 2.42 0.0000
C -4.24 3.20 -1.96 0.0143
C 1.71 5.97 -0.74 0.0019
N -1.80 3.50 -0.33 0.4383
H -4.26 2.12 -1.77 -0.0002
C 1.69 7.36 1.38 0.0008
H -0.68 -0.69 -3.38 -0.0001
C 1.36 4.69 -1.03 0.0063
H 6.27 -4.00 0.67 0.0000
C 0.92 -4.66 0.63 -0.0001
C 2.62 1.31 -1.17 0.0100
H -1.30 3.54 -4.07 0.0000
H 0.74 7.87 1.55 0.0002
H -2.85 5.79 -3.37 0.0007
N -0.61 -0.27 -2.47 0.0000
H -0.83 -8.47 2.42 0.0000
C -1.73 -0.24 -1.68 0.0026
C -1.56 3.46 2.05 0.1380
O 1.44 1.71 -1.56 0.0757
C 1.01 4.97 1.08 0.0057
C -3.85 -0.27 0.06 0.0012
C 0.05 -2.40 0.80 -0.0001
C -3.50 5.46 2.26 -0.0076
O 0.60 0.36 0.72 0.0362
C -0.47 -6.65 1.27 0.0000
N 1.49 6.13 0.61 0.0059
H -2.75 1.29 1.02 0.0018
Si -2.50 3.85 -1.93 0.0409
H -2.76 -1.81 -2.75 0.0003
N -1.74 0.62 -0.66 0.0398
H -0.79 -6.14 2.18 0.0000
H -0.44 2.69 -2.80 0.0010
H -1.46 6.08 -2.30 -0.0003
C 2.12 -8.06 0.76 0.0000
N 1.24 -8.27 1.97 0.0000
H -3.11 6.26 -1.69 0.0003
H -4.86 3.69 -1.21 0.0007
H -3.17 5.30 4.38 0.0100
C -0.21 -8.13 1.59 0.0000
C 5.40 -3.37 0.84 0.0001
C -1.93 3.92 3.29 -0.0037
H 5.42 -2.51 -1.14 0.0000
H 1.45 -7.53 2.65 0.0000

15
Properties=species:S:1:pos:R:3:nbo_charge:R:1 method="wB97M-V/def2-TZVPD" homo_ev="-11.68 / -11.68" total_charge=+1 e_above_lowest_kj_mol=414.3 lumo_ev="-3.86 / -3.86"
H 1.76 -0.63 1.20 0.4009
Si -2.63 0.04 0.03 1.0474
H 0.19 -2.14 -0.19 0.2034
H -2.68 -0.31 -1.35 -0.1347
H -2.64 -1.02 1.14 -0.1090
H 2.26 1.26 0.60 0.2505
C 1.59 0.79 -0.19 -0.2757
H 2.44 -1.09 -0.22 0.4438
C 0.36 -1.15 -0.38 -0.1531
C 0.08 1.03 -0.10 -0.0726
N -0.52 -0.15 -0.10 -0.4669
H -3.27 1.39 0.35 -0.0919
H -0.49 1.81 0.26 0.2148
H 1.89 0.81 -1.26 0.2465
N 1.65 -0.65 0.22 -0.5033

34
Properties=species:S:1:pos:R:3:nbo_charge:R:1 method="wB97M-V/def2-TZVPD" homo_ev=-8.64 e_above_lowest_kj_mol=231.0 lumo_ev=0.77
C -0.55 -2.68 2.30 -0.4093
C -0.86 2.42 -0.93 -0.5832
H 1.43 1.33 -1.48 0.2346
H -0.46 -3.61 1.75 0.2261
H -1.59 -2.92 -0.52 0.1988
O 3.61 -1.47 -1.39 -0.9371
H -0.82 0.87 0.52 0.2217
C 1.00 -0.63 -0.73 -0.3948
H -1.65 -2.68 -2.84 0.2202
N 3.30 0.30 0.36 -0.6131
C 2.49 1.25 0.23 0.3457
C -0.95 -1.99 -2.43 -0.6606
H 1.94 3.20 0.30 0.2130
H 0.79 -0.78 1.81 0.2240
H 1.01 -0.94 -1.81 0.2542
H 0.23 2.27 0.83 0.1969
C -0.05 -1.51 -0.04 -0.0194
H 3.74 3.06 0.19 0.2546
H -0.06 -2.23 -2.98 0.2246
H -1.72 2.64 -0.43 0.2016
H -1.69 -1.16 3.01 0.2277
C -1.43 -1.45 2.04 -0.4126
H -1.43 -1.02 -2.60 0.2206
H 2.97 2.81 1.75 0.2515
C -0.82 -2.20 -0.90 -0.1789
C -0.06 1.60 0.17 -0.3976
C -0.08 -1.46 1.48 -0.2813
H -0.32 3.36 -1.20 0.2002
C 1.10 0.90 -0.51 -0.3142
H -0.90 1.64 -1.76 0.2032
S 2.78 -1.34 -0.18 1.3380
H -2.22 -1.63 1.39 0.2152
C 2.77 2.66 0.63 -0.6873
H -0.28 -2.71 3.42 0.2169

127
Properties=species:S:1:pos:R:3:mulliken_charge:R:1 method="wB97M-V/def2-TZVPD" homo_ev=-9.09 e_above_lowest_kj_mol=332.4 smiles=COC[C@H](C)N.OCCO.OCCO.OCCO.OCCO.OCCO.OCCO.OCCO.OCCO.OCCO.OCCO.OCCO lumo_ev=0.25
C 0.93 -4.36 3.19 -0.5620
H -6.85 -0.02 3.96 0.2875
H 4.92 -2.13 0.04 -0.0867
C 3.31 -1.13 -5.12 -0.3056
H 3.70 -1.33 -7.05 0.3282
H -0.38 -3.06 4.34 0.4567
H 3.49 -0.05 -5.08 0.3150
H -0.37 -1.76 0.10 0.3449
H 3.23 -4.04 -0.15 0.1976
H -4.95 4.41 1.04 0.3369
H 0.70 -0.42 0.44 -0.2084
H 1.52 -2.43 -5.23 0.3410
C 4.93 -2.85 -0.78 -0.2845
O -3.70 -2.05 0.17 -0.5203
H -4.76 1.14 3.03 0.1886
H 0.85 2.99 6.33 0.2969
H 1.78 -3.66 1.59 0.1438
H 1.25 6.20 1.00 0.3406
O 0.34 -1.95 2.76 -0.1157
C -6.74 0.33 2.93 -0.7006
C -0.30 -4.33 -3.66 -0.0940
C -0.05 -3.19 3.31 -0.1159
H -2.07 0.03 -0.80 0.1081
H 0.40 4.14 -0.11 -0.1143
O -0.91 1.53 -0.15 0.6415
O 2.55 -2.56 -1.48 -0.2170
C -0.53 -5.05 -2.31 -0.5688
H 0.50 -1.27 3.42 0.1052
H 1.91 0.96 -3.14 -0.4091
H -4.49 -5.49 2.63 0.3065
H -2.55 -3.68 0.29 0.1150
O -4.59 4.88 1.79 -0.5994
O 1.40 2.54 -1.87 0.3095
O -0.20 7.44 0.21 -0.5472
H -1.30 2.54 -4.84 0.3819
O 1.36 -4.48 1.86 -0.4568
H 1.96 2.40 0.18 -0.1827
H 3.22 2.66 -0.91 0.4958
H 5.97 -4.18 -1.61 0.3457
C 3.54 -3.49 -1.04 -0.3812
H -0.46 -5.04 -4.48 0.4824
C -4.31 -4.08 1.42 -0.6592
H 2.74 2.39 -3.44 0.4359
O -7.43 1.55 2.60 -0.5098
H 5.34 -0.86 3.62 0.3875
O 3.96 -1.76 -6.23 -0.5904
H 3.83 -1.56 -4.27 0.0326
H 2.35 3.72 4.80 0.3745
H 4.39 0.39 4.32 0.3718
H -0.94 5.13 -0.81 0.0294
H 1.76 -4.18 3.88 0.2622
O 0.71 2.73 5.42 -0.5588
H 5.14 1.14 1.86 0.3148
C -3.18 2.99 1.45 1.0330
H -4.63 0.98 0.91 0.3243
O -1.04 -3.14 -3.84 -0.6052
O -4.07 2.64 0.39 -0.8208
C 3.72 -0.07 2.32 1.7221
C 1.22 2.88 3.17 0.5171
H 1.27 -1.27 -1.67 0.1850
H -5.20 -3.66 1.90 0.4050
O 0.84 5.36 -1.67 -0.7740
H 2.60 1.10 -0.81 0.2386
H -4.64 -4.64 0.55 0.2861
H 3.92 -1.89 4.99 0.2665
H -0.43 5.83 1.39 0.1840
N 1.19 2.47 -5.55 -0.7805
C 0.75 2.60 -4.15 0.3660
H -0.90 -3.52 2.71 -0.1098
C -5.30 0.31 2.57 0.1898
H -2.93 4.43 3.08 0.2621
H -3.88 3.09 -0.43 0.3307
H 0.42 -5.27 3.49 0.4187
H 2.09 3.18 2.58 0.2759
H -2.74 2.18 2.04 0.0020
H 1.19 4.53 -2.00 0.3672
C 1.80 -1.39 -5.05 0.6099
H -0.32 -6.10 -2.52 0.4204
H 0.71 3.68 -3.97 0.1776
H -2.25 3.34 1.00 -0.4441
H 0.20 -4.97 -0.52 0.1310
H 4.04 -0.84 1.62 -0.9446
O -3.72 -4.98 2.37 -0.5176
H -0.58 0.98 -4.58 0.1543
H 0.34 -0.92 -6.29 0.2550
H -1.12 7.34 -0.06 0.3351
C 2.26 2.14 -0.83 -0.7774
H 0.79 4.59 4.45 0.3285
O 3.52 -1.57 4.18 -0.4266
H 3.66 -4.30 -1.77 0.4126
H 2.66 0.12 2.45 -0.3240
C -0.10 -0.75 -0.23 -0.3792
C -1.33 0.18 -0.01 -0.1987
H -0.27 1.49 -0.87 -0.5327
C -3.73 3.97 2.49 -0.2745
O -5.14 0.19 1.16 -0.6357
C 0.24 6.15 0.59 -0.3860
C 1.75 2.04 -3.11 -0.0261
O 5.91 -3.85 -0.71 -0.5670
H -1.11 -2.64 -3.02 0.3327
C 1.31 3.63 4.48 -0.7322
H -4.42 -1.57 0.59 0.2849
H 1.82 -3.15 -1.72 -0.1444
H 1.45 1.81 3.26 -0.3945
H -1.57 -4.98 -1.99 0.3071
H -4.87 -0.60 3.00 0.1788
O 0.35 -4.50 -1.34 -0.3888
H 1.49 -1.24 -4.01 -0.3880
H -2.68 -2.58 1.79 0.0791
H 1.22 1.48 -5.79 0.3994
O -0.07 2.94 2.57 -0.3392
C 4.31 -0.50 3.69 -0.6790
H -1.00 1.98 -3.13 0.0577
H -4.41 3.50 3.20 0.1883
H -1.88 -0.04 0.91 0.4077
C 0.10 5.12 -0.47 0.4341
O 4.19 1.25 2.00 -0.5423
H 2.15 2.82 -5.54 0.3139
H -7.21 -0.37 2.24 0.3423
H 0.75 -4.05 -3.72 -0.0864
O 1.09 -0.48 -5.88 -0.5798
H -0.08 2.56 1.69 -0.0155
O 0.40 -0.86 -1.58 0.2265
C -3.17 -3.10 0.96 0.2392
H 5.18 -2.21 -1.63 0.2359
C -0.65 1.98 -4.17 -1.0040
H -8.35 1.34 2.43 0.3026